Computed, not measured: a structure of composition C37H43CsN8O5S in a non-equilibrium geometry, with ωB97M-V with the def2-TZVPD basis set.

```
95
Properties=species:S:1:pos:R:3
Cs -1.01270 0.28461 -1.20363
O 4.22732 4.12176 2.70201
C 3.51120 3.24129 2.22709
N 2.20195 3.33416 2.00318
C 1.10839 2.90003 2.54540
O 0.98087 2.22630 3.60317
C -0.15230 3.48368 1.92584
C -0.85434 4.38936 2.72307
C -1.92297 5.07547 2.17927
C -2.27367 4.82085 0.86105
C -1.55754 3.86372 0.15953
N -0.51857 3.20211 0.67493
C 4.19237 1.97338 1.73818
C 5.47918 2.05997 1.21317
C 6.10576 0.90566 0.78123
C 5.44132 -0.30484 0.91885
C 4.17350 -0.29304 1.48021
N 3.54916 0.81577 1.86778
H -0.52842 4.55374 3.74251
H -2.46375 5.81002 2.76512
H -3.09036 5.35028 0.38690
H -1.83953 3.60117 -0.85453
H 5.95231 3.03031 1.15370
H 7.09914 0.94029 0.34940
H 5.88761 -1.23710 0.59600
H 3.62237 -1.21479 1.62735
C -2.93884 3.57478 -3.79819
C -2.78953 2.31687 -2.92941
O -1.75230 1.61928 -3.11355
C -3.76567 2.13992 -1.95587
C -3.91060 1.02470 -1.05039
C -4.52119 1.33120 0.30092
N -3.64172 -0.22701 -1.23215
N -3.42424 -0.73510 -2.47323
C -2.50166 -1.63252 -2.70870
O -1.48069 -1.91745 -2.00705
C -2.71205 -2.37193 -4.00365
C -1.89298 -3.46144 -4.29228
C -2.07931 -4.21098 -5.44639
C -3.08806 -3.87661 -6.34002
C -3.90538 -2.78468 -6.06431
C -3.72102 -2.04164 -4.90849
H -2.61711 4.46049 -3.24047
H -3.97314 3.72069 -4.11608
H -2.30178 3.47866 -4.67720
H -4.46545 2.95825 -1.80496
H -5.52331 1.75528 0.17646
H -3.92143 2.06235 0.85438
H -4.59551 0.41069 0.88016
H -1.11421 -3.70380 -3.57903
H -1.44042 -5.06354 -5.65035
H -3.23384 -4.45406 -7.24642
H -4.69394 -2.51537 -6.75891
H -4.34799 -1.18993 -4.67932
O 2.56074 0.60813 -3.36299
C 3.36814 -0.37364 -2.71168
C 3.26303 -1.74978 -3.36488
C 2.02511 -2.52491 -2.90006
C 2.11475 -2.96671 -1.45918
C 3.01147 -3.95555 -1.05392
C 3.02915 -4.34584 0.27561
C 2.13461 -3.75961 1.15936
C 1.27860 -2.78490 0.67034
N 1.28313 -2.38375 -0.59893
H 1.63986 0.34031 -3.25200
H 3.08583 -0.44617 -1.65614
H 4.39340 -0.00535 -2.76109
H 4.16937 -2.32954 -3.16056
H 3.20521 -1.59054 -4.44472
H 1.89517 -3.40481 -3.53674
H 1.12022 -1.92067 -3.00091
H 3.68103 -4.41425 -1.77271
H 3.72092 -5.10854 0.61306
H 2.10325 -4.04204 2.20382
H 0.55174 -2.30183 1.31818
C 1.72291 -1.55658 5.51194
C 1.54360 -1.27010 4.02266
N 0.28573 -0.60742 3.73694
C -0.87385 -1.24317 3.53582
S -1.05685 -2.92558 3.58826
N -1.94772 -0.46361 3.25630
C -2.11607 0.93285 3.62998
C -2.64127 1.08148 5.05786
H 2.69151 -2.02917 5.69839
H 0.93354 -2.22841 5.85060
H 1.66844 -0.62776 6.08390
H 1.58155 -2.20836 3.46952
H 2.33383 -0.61021 3.66349
H 0.34734 0.40617 3.59493
H -2.78798 -0.98607 3.07916
H -2.81489 1.38091 2.92201
H -1.16934 1.45763 3.54076
H -3.62459 0.61733 5.16685
H -2.72140 2.13775 5.32659
H -1.95416 0.60104 5.75790
```

As for the total charge: -2. The calculation puts the calculated total energy at -2668.362380 Ha. The spin multiplicity is 1.

Löwdin charges in e: number 1, Cs, carries 1.442; number 2, O, carries 0.015; number 3, C, carries -0.467; number 4, N, carries 0.195; number 5, C, carries -0.485; number 6, O, carries -0.061; number 7, C, carries -0.208; number 8, C, carries -0.030; number 9, C, carries -0.086; number 10, C, carries -0.077; number 11, C, carries -0.139; number 12, N, carries 0.120; number 13, C, carries -0.183; number 14, C, carries -0.018; number 15, C, carries -0.084; number 16, C, carries -0.081; number 17, C, carries -0.140; number 18, N, carries 0.145; number 19, H, carries 0.115; number 20, H, carries 0.095; number 21, H, carries 0.096; number 22, H, carries 0.085; number 23, H, carries 0.109; number 24, H, carries 0.095; number 25, H, carries 0.093; number 26, H, carries 0.089; number 27, C, carries -0.051; number 28, C, carries -0.595; number 29, O, carries -0.397; number 30, C, carries -0.105; number 31, C, carries -0.498; number 32, C, carries -0.064; number 33, N, carries -0.133; number 34, N, carries -0.011; number 35, C, carries -0.615; number 36, O, carries -0.435; number 37, C, carries -0.126; number 38, C, carries -0.036; number 39, C, carries -0.113; number 40, C, carries -0.135; number 41, C, carries -0.113; number 42, C, carries -0.035; number 43, H, carries 0.062; number 44, H, carries 0.060; number 45, H, carries 0.065; number 46, H, carries 0.085; number 47, H, carries 0.067; number 48, H, carries 0.049; number 49, H, carries 0.062; number 50, H, carries 0.101; number 51, H, carries 0.086; number 52, H, carries 0.081; number 53, H, carries 0.086; number 54, H, carries 0.102; number 55, O, carries -0.064; number 56, C, carries -0.255; number 57, C, carries -0.176; number 58, C, carries -0.137; number 59, C, carries -0.289; number 60, C, carries -0.037; number 61, C, carries -0.084; number 62, C, carries -0.080; number 63, C, carries -0.126; number 64, N, carries 0.129; number 65, H, carries 0.064; number 66, H, carries 0.110; number 67, H, carries 0.112; number 68, H, carries 0.102; number 69, H, carries 0.112; number 70, H, carries 0.116; number 71, H, carries 0.102; number 72, H, carries 0.105; number 73, H, carries 0.095; number 74, H, carries 0.093; number 75, H, carries 0.073; number 76, C, carries -0.091; number 77, C, carries -0.269; number 78, N, carries 0.029; number 79, C, carries -0.862; number 80, S, carries 0.547; number 81, N, carries -0.009; number 82, C, carries -0.226; number 83, C, carries -0.075; number 84, H, carries 0.065; number 85, H, carries 0.048; number 86, H, carries 0.071; number 87, H, carries 0.052; number 88, H, carries 0.094; number 89, H, carries 0.093; number 90, H, carries 0.104; number 91, H, carries 0.104; number 92, H, carries 0.075; number 93, H, carries 0.067; number 94, H, carries 0.067; number 95, H, carries 0.072